CH2ClN2O3 | ωB97M-V/def2-TZVPD

Element x y z (Å)
H -1.954 -0.668 0.037
C 1.954 -0.367 -0.051
O -0.647 -1.046 -0.224
O 2.302 0.733 -0.323
O 2.025 -1.525 0.171
N -0.535 1.128 0.192
H 0.179 1.922 0.204
N -0.009 -0.003 0.015
Cl -3.315 -0.174 -0.021

Cartesian forces (eV/Å) of the 6 atoms listed first:
0.1 -0.2 -0.7
-1.0 0.2 -0.1
-2.3 -0.3 0.8
1.1 0.0 0.1
0.5 0.3 0.0
0.0 0.1 -0.4

Its total charge is -1. The value obtained for the HOMO-LUMO gap is 0.3027 hartree. Its LUMO energy is 0.1396 hartree. The multiplicity is 1.

---

C4H8BrFN3 | ωB97M-V/def2-TZVPD

Element x y z (Å)
H -0.699 2.343 -1.187
N -0.030 0.335 -0.570
H -3.226 2.076 1.515
H 3.108 -1.496 0.365
H 0.858 0.377 -1.119
C -0.748 1.436 -0.519
H 2.079 -0.112 1.125
H 2.588 -0.019 -0.599
H 1.163 -2.475 0.583
C 1.122 -1.649 -0.104
C 2.325 -0.739 0.232
N -0.070 -0.843 0.109
F -3.500 1.123 -0.277
C -2.774 1.614 0.656
Br -1.790 -1.761 0.387
H 1.137 -1.962 -1.146
N -1.545 1.752 0.549

Cartesian forces (eV/Å) of the 6 atoms listed first:
1.0 -1.6 0.2
0.7 1.2 -2.1
-0.8 -0.4 0.2
0.4 0.9 0.2
-1.3 0.1 -0.1
-0.4 0.5 1.4

Its total charge is +1. The value obtained for the HOMO-LUMO gap is 0.3025 hartree. Its SMILES is CCN(Br)/[NH+]=C\N=C/F. Its LUMO energy is -0.1868 hartree. The multiplicity is 1.

---

C9H18N2O3 | ωB97M-V/def2-TZVPD

Element x y z (Å)
H 3.632 -0.373 2.007
O -1.043 3.573 -0.436
N 0.251 0.085 2.720
C 1.571 -0.843 0.857
H -1.543 0.093 -2.969
H 0.056 -0.870 2.819
H 1.141 -2.576 -1.770
H -3.036 0.835 -2.661
H 2.264 -1.071 2.893
H -2.299 -0.314 -1.282
H -0.245 -3.358 -0.931
C 2.810 -1.146 1.833
O -1.487 0.685 0.859
C 0.794 -2.033 0.342
C 0.786 0.432 1.431
H 0.192 -2.387 1.291
C -1.206 1.579 -1.677
H -0.751 1.994 -2.610
C -1.787 2.793 -0.971
H 0.860 1.507 -1.033
N -0.081 1.193 -0.789
C -2.090 0.435 -2.165
H 1.753 -2.544 0.464
H -3.247 3.815 -0.721
C -0.276 0.800 0.483
H 2.151 -0.489 -0.042
H -0.443 -1.811 -1.483
H 1.762 1.069 1.471
O -3.158 2.913 -1.064
H 3.101 -2.195 1.507
C 0.240 -2.419 -1.051
H -0.671 0.630 2.678

Cartesian forces (eV/Å) of the 6 atoms listed first:
-1.1 -1.0 -1.2
-1.1 0.4 -0.1
-1.3 3.9 0.0
1.6 3.8 -1.9
1.1 -1.9 -1.5
-0.5 -1.4 -0.1

Its total charge is 0. The value obtained for the HOMO-LUMO gap is 0.3603 hartree. Its SMILES is CC[C@H](C)[C@H](N)C(=O)N[C@@H](C)C(=O)O. Its LUMO energy is 0.0223 hartree. The multiplicity is 1.

---

C20H18N3O3W | ωB97M-V/def2-TZVPD

Element x y z (Å)
C 4.604 -2.981 -1.380
H 5.328 -3.721 -1.696
C 3.296 -3.050 -1.864
H 1.749 1.825 4.078
H -0.369 -3.472 -3.067
C -0.052 1.979 1.876
O -2.338 5.157 0.608
H -2.099 -1.974 0.623
C -2.464 -3.817 -2.808
H -2.596 -4.350 -3.740
C 4.996 -1.969 -0.502
H 4.319 -0.214 0.589
C -0.489 3.037 2.749
H -1.571 3.104 -0.998
H -1.937 5.431 -1.424
W 0.854 -0.438 -0.275
N 2.825 -1.096 -0.566
N 0.122 -2.218 -0.801
C -1.111 -2.644 -1.201
C 0.804 1.003 2.351
C -2.228 -2.466 -0.333
H -4.543 -4.017 -2.241
C -0.517 2.073 0.523
C -3.574 -3.627 -1.952
H 0.478 0.650 4.420
C -1.270 3.086 0.038
H -3.483 4.566 -1.030
C 1.305 0.886 3.745
H -1.577 4.857 2.974
C -2.798 5.368 -0.762
H -3.322 6.315 -0.727
C 2.453 -2.067 -1.424
N 1.077 -1.767 -1.771
H -0.188 3.012 3.788
C -1.649 4.124 0.951
H -4.311 -2.825 -0.080
C -3.443 -2.946 -0.714
O 1.302 0.067 1.526
O -0.193 1.050 -0.379
C -1.241 -3.339 -2.443
H 6.012 -1.916 -0.137
H 2.047 0.097 3.809
H 2.967 -3.812 -2.556
C -1.257 4.062 2.315
C 4.082 -1.022 -0.089

Cartesian forces (eV/Å) of the 6 atoms listed first:
0.0 0.0 0.0
0.0 0.0 0.0
0.0 0.1 0.0
0.0 0.0 0.0
0.0 0.0 0.0
-0.1 0.2 0.0

Its total charge is +3. Its expectation value of S² is 2.032. The value obtained for the HOMO-LUMO gap (spin up / spin down) is 0.2354 / 0.2023 hartree. Its LUMO energy (spin up / spin down) is -0.4264 / -0.4609 hartree. The multiplicity is 3.

---

C3H5N | ωB97M-V/def2-TZVPD

Element x y z (Å)
N 1.552 1.027 -0.368
C -0.552 0.187 0.966
C 0.421 0.436 -0.113
H 0.705 0.845 -2.421
H -0.962 -0.820 1.143
H -1.372 0.778 0.986
H 1.292 -0.837 -1.701
H 0.140 0.509 1.798
C 0.875 0.187 -1.462

Cartesian forces (eV/Å) of the 6 atoms listed first:
-2.8 -2.1 1.3
3.8 -1.1 1.7
1.6 1.2 -2.0
-0.4 -1.5 2.0
0.8 0.1 -0.5
-2.5 2.4 -0.4

Its total charge is 0. The value obtained for the HOMO-LUMO gap is 0.3950 hartree. Its SMILES is CC1=NC1. Its LUMO energy is 0.0374 hartree. The multiplicity is 1.

---

C4H11N2S | ωB97M-V/def2-TZVPD

Element x y z (Å)
C -3.407 -0.092 0.724
H 2.041 -1.245 1.079
H 4.007 0.515 -1.340
N 1.488 0.843 -1.423
H 0.924 -1.621 -0.234
N 3.470 -0.031 -0.682
C -3.130 0.415 1.908
C 2.160 0.040 -0.631
H -4.270 -0.711 0.527
H -2.265 1.029 2.092
H -3.780 0.233 2.747
H -3.279 -0.116 -1.615
H 1.941 1.430 -2.110
S -2.366 0.136 -0.693
H 3.983 -0.652 -0.074
C 1.402 -0.808 0.316
H 0.477 0.875 -1.378
H 0.603 -0.241 0.787

Cartesian forces (eV/Å) of the 6 atoms listed first:
0.1 0.0 -0.4
0.0 0.1 0.0
0.0 0.0 0.0
0.0 0.2 -0.2
0.0 0.0 -0.1
0.2 0.0 -0.1

Its total charge is +1. The value obtained for the HOMO-LUMO gap is 0.3113 hartree. Its LUMO energy is -0.1192 hartree. The multiplicity is 1.

---

C28H37ClIrN2O5Si | ωB97M-V/def2-TZVPD

Element x y z (Å)
H -0.198 5.281 1.268
Cl -7.945 -2.046 0.355
H 3.297 -1.248 1.605
H -1.822 1.964 0.813
H 2.552 4.606 -1.658
N 0.639 -1.749 -1.806
Si 1.201 1.421 0.771
H -1.061 -5.934 -4.417
C 0.662 -4.801 -3.875
C 2.894 -2.170 -2.461
C -3.210 -2.551 -1.473
C 3.089 2.697 -0.815
H 0.143 2.716 3.936
C -6.359 -1.459 0.176
C -1.146 -3.173 -2.437
H -2.643 -4.551 -3.210
C 1.159 -3.678 -3.182
C 2.353 -1.775 1.714
H -3.627 -3.451 -1.903
C 4.497 3.143 -0.367
H 3.241 -3.895 -3.690
H 1.983 -2.038 0.723
H 0.498 4.929 2.850
O 1.487 0.450 2.031
C -1.598 -4.294 -3.172
H -0.354 -1.321 1.188
H 1.350 -5.431 -4.415
H 2.251 1.610 -2.472
C -0.719 2.534 3.301
C -4.684 0.199 0.658
C -5.978 -0.250 0.785
H 1.029 -0.141 4.457
C 2.515 -3.303 -3.159
O 2.646 1.749 0.115
H 3.928 -1.867 -2.428
H -1.250 5.171 2.691
C -1.755 3.026 1.057
C -0.544 3.256 1.966
H 4.412 3.710 0.555
H 5.127 2.277 -0.186
H 2.021 4.366 0.011
C 1.670 -0.860 3.958
C -3.703 -0.519 -0.064
Ir -0.857 -0.810 -0.880
N -1.893 -2.320 -1.680
H -0.163 -2.415 2.590
H -4.374 1.124 1.122
H 4.945 3.763 -1.137
H -2.662 3.353 1.554
C 1.355 -0.874 2.442
C -0.365 4.766 2.211
H 1.179 3.551 -1.306
H -5.740 -3.114 -1.037
C -5.428 -2.189 -0.570
C 2.154 3.884 -0.952
C 1.940 -1.410 -1.803
C -0.079 -1.381 2.265
O 0.245 0.706 -0.304
C 3.228 1.986 -2.176
H 3.581 2.693 -2.918
O -2.505 -0.068 -0.104
H -0.790 -0.774 2.819
O 0.616 2.824 1.313
H -0.804 1.467 3.124
H 2.201 -0.510 -1.267
H 2.703 -0.554 4.089
H 3.928 1.161 -2.095
C -4.098 -1.761 -0.719
H 1.520 -1.845 4.386
H -1.612 2.887 3.807
H -1.640 3.581 0.131
C -0.699 -5.079 -3.866
C 0.248 -2.859 -2.472
H 2.520 -2.691 2.274
H -6.696 0.310 1.359

Cartesian forces (eV/Å) of the 6 atoms listed first:
0.0 0.1 -0.1
0.2 0.1 0.0
0.1 0.0 0.0
-0.1 0.0 0.1
0.1 0.0 -0.1
1.3 0.0 -0.2

Its total charge is +2. Its expectation value of S² is 1.069. The value obtained for the HOMO-LUMO gap (spin up / spin down) is 0.1641 / 0.1705 hartree. Its LUMO energy (spin up / spin down) is -0.3723 / -0.3626 hartree. The multiplicity is 2.

---

C15H60N30O15 | ωB97M-V/def2-TZVPD

Element x y z (Å)
N -3.407 -0.142 0.016
H 1.969 -2.131 3.648
H -1.736 2.198 4.414
H 3.502 3.692 -3.341
O -1.527 3.536 -0.944
N 4.031 2.768 1.201
N 0.435 -3.931 -0.675
H -2.128 -4.907 -3.049
N 0.870 -3.720 1.453
H -1.579 -2.692 -2.429
H 5.840 -3.663 3.435
H -3.865 2.719 -1.946
H 4.692 3.149 0.542
O -0.695 0.554 -3.684
C 2.194 3.528 -1.906
N 1.918 2.676 -0.948
O 3.292 -1.976 2.720
H -1.916 -0.236 3.793
O -0.746 -3.371 -5.433
H -1.159 1.899 2.769
N -3.019 0.305 -6.017
N 3.346 0.834 2.113
H -0.207 0.311 -1.781
N 4.464 -1.043 -1.038
N -1.037 1.856 3.772
N -1.117 -2.807 -3.318
H 0.706 -1.045 4.271
N 0.541 -0.295 1.246
H 0.917 1.776 6.101
H 2.542 1.396 2.350
N 0.046 2.019 5.654
N 1.286 -4.071 4.643
H -0.173 -4.716 -0.501
H -6.485 -0.131 -0.415
H 2.087 -4.138 4.034
H -3.512 -0.965 0.584
H 6.705 -1.299 -1.876
O -2.876 5.102 2.027
H 0.034 -4.280 1.472
C 0.295 0.829 -4.331
N -3.009 3.011 1.223
H -3.713 4.051 4.035
N 4.977 -3.146 3.494
N -1.461 4.363 -3.043
O -4.365 0.706 3.530
O 4.155 0.181 -2.881
H 6.486 -0.514 -3.387
H -3.456 3.476 -3.400
H 5.412 -3.713 1.238
H -2.521 0.335 -0.117
H 1.080 -0.984 -4.667
C 0.046 1.627 4.422
C -0.132 0.236 0.290
H -0.690 2.544 6.096
H -2.397 3.098 0.416
N 0.194 -0.117 -0.958
N -5.550 -0.322 -0.090
H -5.451 -1.082 0.563
H -3.234 2.141 1.685
H 1.218 -3.286 2.292
H 0.872 -4.951 4.904
C 1.196 -3.364 0.221
H -3.934 0.332 -3.060
N 1.238 -1.899 4.310
H 5.249 -1.468 -0.573
O -1.054 1.057 0.556
N -1.858 -4.719 -4.001
H 4.707 -2.796 4.401
N -3.236 3.361 -2.423
H -1.962 4.642 -3.869
C -3.975 -0.450 3.628
H 3.163 3.181 1.498
O 0.988 1.069 3.972
H -2.619 -1.882 3.617
H 2.396 1.797 -1.066
H 0.354 0.264 2.071
H -0.609 -1.959 -3.524
H -3.366 0.244 -6.961
H 3.467 -1.156 -0.945
N -3.300 0.457 -3.834
H 1.175 2.836 -0.285
C -3.866 0.568 -5.010
C -4.529 0.369 -0.487
O 1.667 4.633 -2.177
H 1.416 -0.767 1.073
N 0.759 2.078 -4.391
H 4.093 -2.811 0.534
N 1.149 0.000 -4.871
C -3.241 3.907 2.112
C -1.259 -3.629 -4.344
N 3.139 3.064 -2.641
H 0.820 -0.908 -0.908
H 0.645 -3.845 -1.658
N 4.692 -3.013 1.323
O 2.035 -2.577 -0.090
O -5.100 0.687 -5.166
H 0.170 2.833 -4.070
H -2.032 0.156 -5.887
H 1.627 0.489 -5.611
H 1.599 2.313 -4.894
O -4.689 1.297 -1.318
H -4.259 2.581 3.322
H 3.550 -0.055 2.543
H -5.798 -1.235 4.207
C 4.315 1.556 1.545
H -0.480 4.574 -2.916
C 0.846 -2.907 5.049
O -0.047 -2.714 5.904
H -2.006 -5.466 -4.661
C 4.256 -2.691 2.494
N 6.083 -0.842 -2.524
H 3.297 2.071 -2.726
O 5.340 1.022 1.258
H -2.297 0.524 -3.685
N -2.680 -0.877 3.640
H -4.548 -2.367 4.019
N -3.655 3.389 3.277
N -4.828 -1.399 3.991
C 4.859 -0.493 -2.192
C -2.056 3.695 -2.069

Cartesian forces (eV/Å) of the 6 atoms listed first:
1.2 0.2 -0.4
-0.1 1.2 0.0
-0.9 0.4 -1.3
-0.1 -0.3 -0.1
0.0 -0.3 -1.3
-0.5 3.3 -0.4

Its total charge is 0. The value obtained for the HOMO-LUMO gap is 0.2647 hartree. Its LUMO energy is -0.0230 hartree. The multiplicity is 1.

---

C4H6NS | ωB97M-V/def2-TZVPD

Element x y z (Å)
H -2.103 -0.283 -1.471
H 1.560 -1.258 -1.277
C -2.186 0.721 -1.160
H 0.289 -0.014 -2.670
N 0.982 -0.294 0.515
H -0.174 0.849 1.952
S -0.806 1.375 -0.701
H -2.894 1.473 -0.947
H 1.699 -0.568 1.135
C 0.953 -0.551 -0.811
C 0.057 0.395 0.972
C 0.200 0.197 -1.546

Cartesian forces (eV/Å) of the 6 atoms listed first:
-1.2 -0.8 -0.3
1.1 -1.3 0.0
0.5 1.9 0.3
-0.9 1.0 1.8
0.7 -0.5 2.7
1.0 -0.9 -0.2

Its total charge is +1. The value obtained for the HOMO-LUMO gap is 0.2772 hartree. Its LUMO energy is -0.1940 hartree. The multiplicity is 1.

---

H14O7 | ωB97M-V/def2-TZVPD

Element x y z (Å)
H 1.161 -1.497 -0.980
O -0.685 2.191 -1.829
H -1.593 2.480 -1.916
H -0.549 1.602 -2.571
O -1.136 -0.424 2.097
H -1.862 -1.048 2.102
H 2.090 0.978 -0.727
H 2.963 0.338 -1.785
H -2.774 0.010 0.102
H 1.887 -2.017 2.197
O 0.633 0.341 0.283
H 0.681 -1.711 3.059
H -3.254 1.313 -0.501
O 1.158 -2.435 2.655
O -2.880 0.941 0.297
O 1.157 -2.068 -1.748
H 0.034 -0.016 0.940
O 2.843 1.150 -1.292
H 1.564 -1.544 -2.438
H 0.110 0.988 -0.191
H -1.549 0.427 2.246

Cartesian forces (eV/Å) of the 6 atoms listed first:
-0.1 0.2 0.7
0.4 -0.4 0.4
-0.2 0.2 0.0
0.0 -0.1 -0.4
0.5 -0.1 0.0
-0.2 -0.4 0.0

Its total charge is +1. Its expectation value of S² is 0.756. The value obtained for the HOMO-LUMO gap (spin up / spin down) is 0.4360 / 0.1161 hartree. Its LUMO energy (spin up / spin down) is -0.1310 / -0.4217 hartree. The multiplicity is 2.

---

C35H52BF12N2OP3S3Tl | ωB97M-V/def2-TZVPD

Element x y z (Å)
H 4.085 -0.908 2.315
H -1.711 -3.942 1.707
F -4.757 -1.601 1.678
H 4.827 -1.979 -3.236
H 3.063 1.295 3.886
S -1.303 -3.921 -0.576
H 1.806 6.455 -0.890
C 1.569 -3.955 2.644
H 2.372 0.599 0.309
C 2.577 -3.105 2.112
C 1.310 6.117 1.171
B -2.967 0.996 -0.708
N 2.263 -1.842 1.811
H -3.197 -4.612 -1.838
H 2.164 2.976 2.189
P -4.109 -1.163 3.091
C 4.095 -1.192 -3.442
H -1.907 -5.575 -3.839
H -3.311 2.477 1.603
H 0.534 5.656 3.117
C -0.862 5.162 1.571
F -4.165 1.570 -0.891
H 3.532 1.118 -4.691
C -3.634 -4.397 0.857
H 3.904 -1.182 0.600
H -6.049 6.490 2.481
C 2.164 0.703 3.640
H 3.626 -0.870 -1.403
F -4.484 -2.618 3.711
H 0.260 -0.843 -5.705
C 0.559 -0.144 -3.687
S -3.320 5.668 -1.930
H 1.781 -2.525 -1.190
C -0.633 -0.922 -3.133
H 4.642 -0.253 -3.533
C -4.579 5.594 1.208
H 3.603 1.622 -2.200
H 0.891 2.967 -2.655
F -2.661 -1.757 2.619
H 3.558 2.852 -4.352
O 0.101 -4.438 -0.555
C 2.806 0.499 1.309
H -4.514 6.441 0.537
F 4.908 -3.136 1.445
H -3.921 -3.393 0.544
H 0.518 2.518 2.694
C 1.886 2.900 -2.209
H 2.363 -0.349 3.829
H 2.256 6.490 1.545
C -0.152 5.618 -0.673
H -0.324 -1.920 -2.815
H 3.636 -1.414 -4.405
C -3.900 3.363 1.791
C 3.071 -1.145 -2.308
H 3.148 -6.929 3.071
H -1.606 4.789 2.264
H 3.259 -3.242 -1.807
C 2.996 -5.891 2.823
C -2.122 -4.543 0.903
C -4.775 3.377 2.869
H 1.921 -2.905 -2.902
H 1.737 2.827 -1.134
C -5.443 5.612 2.291
H -4.857 2.490 3.483
C 4.005 -5.099 2.320
H 1.389 -1.824 -4.780
P -2.669 4.460 -0.491
N 1.763 0.889 2.258
C -2.167 -4.963 -1.784
H -1.775 -5.571 1.031
F 0.337 -3.424 2.839
C 0.345 5.650 2.050
H -1.410 -1.034 -3.895
C 1.057 6.097 -0.194
H 1.901 -0.260 -5.418
F 0.723 -5.980 3.458
C -1.125 5.147 0.204
H -1.065 -0.427 -2.272
C -1.466 -4.872 -3.130
F -3.446 -0.731 4.504
C -3.793 4.470 0.954
H -6.231 4.513 3.960
C 1.068 -0.798 -4.969
H 2.050 2.069 -4.803
C 2.661 1.702 -2.759
H -4.043 -4.523 1.858
F -3.711 0.280 2.463
H 1.353 1.025 4.294
Tl -0.101 -0.956 1.225
H 3.659 1.202 1.363
H 0.975 2.375 1.005
C 3.340 -0.924 1.505
H 2.413 3.834 -2.422
F 5.236 -5.642 2.133
S -1.492 1.905 -0.334
H -2.150 -5.983 -1.391
C 1.341 2.261 2.024
H -4.096 -5.131 0.195
H -0.362 5.618 -1.735
C -5.543 4.503 3.123
F -2.983 -0.337 -0.885
C 2.974 1.934 -4.236
C 2.468 -2.523 -2.037
H 0.207 0.869 -3.925
C 3.825 -3.774 1.978
P 1.735 0.156 -2.278
F -5.533 -0.574 3.580
H -1.554 -3.869 -3.548
H -0.409 -5.108 -3.017
C 1.765 -5.268 2.969

Cartesian forces (eV/Å) of the 6 atoms listed first:
0.0 0.0 0.0
0.1 0.1 0.1
0.0 0.1 0.0
0.0 0.0 0.0
0.0 0.0 0.0
-0.1 0.0 -0.1

Its total charge is -2. Its expectation value of S² is 0.756. The value obtained for the HOMO-LUMO gap (spin up / spin down) is 0.2057 / 0.2372 hartree. Its LUMO energy (spin up / spin down) is 0.1432 / 0.1397 hartree. The multiplicity is 2.

---

C4H4N2O2 | ωB97M-V/def2-TZVPD

Element x y z (Å)
O 1.090 0.329 1.723
C -0.301 0.097 -1.396
H -0.533 1.221 -1.390
C 1.570 0.103 0.460
N 0.690 -0.540 -0.457
C -1.098 0.083 1.066
H -2.144 0.581 0.887
N -0.292 0.565 1.821
O 2.799 -0.019 0.122
C -0.565 -0.630 -0.077
H -0.194 -0.115 -2.575
H -1.024 -1.674 -0.186

Cartesian forces (eV/Å) of the 6 atoms listed first:
0.7 -0.4 -1.5
0.7 1.9 -1.6
0.8 -1.5 0.8
5.4 -3.2 -2.6
3.6 2.4 -0.6
-3.0 0.5 -4.7

Its total charge is 0. The value obtained for the HOMO-LUMO gap is 0.3837 hartree. Its SMILES is O=C1ON=C[C@H]2CN12. Its LUMO energy is 0.0089 hartree. The multiplicity is 1.